Formula: C38H60Br23ClN2
Source: OMol25
Level of theory: wB97M-V/def2-TZVPD

Each line ends with the Mulliken charge.
Cartesian coordinates (Å):
C: 1.159 3.624 2.710  -0.34
C: 1.038 2.864 1.791  -1.32
C: 1.033 1.663 0.986  2.06
C: 2.227 1.207 0.491  -0.83
C: 2.292 0.001 -0.284  0.23
C: 3.604 -0.543 -0.823  -0.53
C: 3.936 -1.890 -0.111  0.43
C: 5.424 -2.218 -0.137  -1.45
Cl: 3.421 -1.846 1.635  -0.22
C: 1.117 -0.659 -0.521  -0.17
C: -0.125 -0.208 -0.023  -0.74
N: -1.241 -0.960 -0.284  -0.58
C: -2.328 -0.481 0.250  0.74
C: -3.600 -1.281 0.063  -0.52
Br: -4.148 -2.013 1.804  -0.09
C: -4.760 -0.500 -0.574  0.38
C: -5.993 -1.449 -0.724  -1.38
C: -2.377 0.742 1.004  -0.55
N: -1.359 1.520 1.261  -0.43
C: -0.186 0.973 0.721  -0.59
H: 1.086 4.383 3.458  0.55
H: 3.128 1.767 0.702  1.34
H: 4.437 0.149 -0.681  0.32
H: 3.463 -0.737 -1.898  -0.57
H: 3.318 -2.675 -0.557  0.41
H: 5.817 -2.318 -1.156  0.32
H: 5.990 -1.481 0.442  0.37
H: 5.555 -3.169 0.395  0.40
H: 1.133 -1.567 -1.122  0.54
H: -3.373 -2.147 -0.566  0.51
H: -5.050 0.282 0.139  0.26
H: -4.513 -0.086 -1.554  -0.26
H: -6.684 -1.288 0.109  0.40
H: -5.656 -2.491 -0.704  0.33
H: -6.548 -1.246 -1.644  0.35
H: -3.346 1.053 1.397  0.20
Br: -5.474 1.823 -3.752  -0.15
C: -4.256 0.896 -4.955  -0.56
C: -4.854 -0.389 -5.455  -0.57
Br: -4.796 -1.785 -4.099  -0.14
H: -3.325 0.748 -4.414  0.24
H: -4.089 1.587 -5.780  0.43
H: -4.275 -0.780 -6.289  0.36
H: -5.892 -0.284 -5.755  0.40
Br: -5.324 -5.395 6.981  -0.19
C: -5.234 -5.598 5.045  -0.57
C: -5.097 -4.268 4.356  -0.63
Br: -6.789 -3.308 4.314  -0.12
H: -6.122 -6.145 4.745  0.39
H: -4.354 -6.213 4.865  0.38
H: -4.823 -4.407 3.312  0.25
H: -4.374 -3.613 4.834  0.43
Br: 6.864 3.570 -1.813  -0.15
C: 5.624 2.848 -3.131  -0.19
C: 4.255 3.451 -2.994  -0.49
Br: 3.305 2.694 -1.476  0.26
H: 5.627 1.768 -3.009  0.25
H: 6.055 3.102 -4.093  -0.08
H: 3.645 3.214 -3.865  0.31
H: 4.276 4.529 -2.852  0.36
Br: -1.120 2.243 -1.006  0.22
C: -2.241 3.293 -2.236  -0.62
C: -1.722 3.246 -3.650  -0.55
Br: -0.169 4.395 -3.885  -0.13
H: -2.291 4.302 -1.836  0.48
H: -3.227 2.833 -2.180  0.04
H: -2.465 3.633 -4.349  0.41
H: -1.423 2.248 -3.959  0.31
Br: -1.450 -7.333 11.659  -0.13
C: -2.652 -6.391 10.453  -0.58
C: -2.199 -6.506 9.024  0.17
Br: -0.689 -5.335 8.657  -0.13
H: -2.708 -5.364 10.802  0.39
H: -3.621 -6.869 10.586  0.35
H: -2.986 -6.177 8.349  -0.23
H: -1.890 -7.512 8.756  0.21
Br: -3.463 7.466 -5.658  -0.13
C: -1.781 7.374 -6.632  -0.52
C: -1.893 6.487 -7.843  -0.56
Br: -1.874 4.610 -7.340  -0.12
H: -1.027 7.035 -5.927  0.27
H: -1.566 8.398 -6.929  0.35
H: -1.031 6.618 -8.494  0.34
H: -2.802 6.654 -8.413  0.36
Br: 7.731 0.423 -8.312  -0.15
C: 7.687 2.313 -7.848  -0.65
C: 6.924 2.547 -6.572  -0.68
Br: 5.002 2.424 -6.861  -0.12
H: 7.263 2.838 -8.698  0.39
H: 8.729 2.602 -7.727  0.39
H: 7.095 3.557 -6.205  0.43
H: 7.173 1.833 -5.792  0.42
Br: 1.631 -0.356 -7.639  -0.12
C: 3.336 -1.200 -7.231  -0.37
C: 3.339 -1.802 -5.851  -0.68
Br: 3.527 -0.430 -4.483  0.01
H: 4.104 -0.443 -7.366  0.08
H: 3.459 -1.976 -7.985  0.37
H: 4.200 -2.455 -5.722  0.37
H: 2.433 -2.354 -5.621  0.40
Br: -0.185 -10.234 9.613  -0.09
C: 0.082 -10.675 11.487  -0.39
C: 1.451 -11.250 11.730  -0.63
Br: 1.567 -13.101 11.138  -0.14
H: -0.720 -11.350 11.769  0.38
H: -0.036 -9.734 12.019  0.10
H: 1.668 -11.279 12.796  0.36
H: 2.237 -10.705 11.216  0.38
Br: -3.642 2.920 4.070  -0.14
C: -2.559 2.334 5.578  -0.60
C: -1.263 1.718 5.123  -0.23
Br: -1.533 -0.080 4.438  -0.13
H: -3.171 1.652 6.160  0.38
H: -2.370 3.235 6.158  0.35
H: -0.579 1.605 5.962  0.39
H: -0.775 2.285 4.334  -0.06
Br: 0.490 8.497 1.087  -0.16
C: 2.171 8.202 0.152  -0.61
C: 2.029 7.158 -0.924  -0.65
Br: 1.971 5.363 -0.174  -0.05
H: 2.908 7.938 0.903  0.35
H: 2.428 9.167 -0.282  0.38
H: 2.900 7.167 -1.578  0.29
H: 1.130 7.281 -1.520  0.41

- relative energy (zero: lowest compared OMol25 entry of this formula, charge and spin) (eV) = 0.000
- frontier orbital gap (eV) = 8.1
- energy (a.u.) = -61255.8865

Formula: C38H60I2N8O3PPbS
Source: OMol25
Level of theory: wB97M-V/def2-TZVPD

Each line ends with the Mulliken charge.
Cartesian coordinates (Å):
Pb: -1.236 -0.696 -0.185  1.66
N: 0.262 3.445 2.532  -0.23
C: 0.348 2.138 2.152  0.37
S: 1.972 1.792 1.465  -0.35
N: -0.595 1.316 2.376  -0.83
N: -0.397 -0.005 2.023  0.45
C: 0.174 -0.803 2.848  0.50
C: 0.548 -0.412 4.230  0.01
C: -0.426 0.132 5.068  0.15
C: -0.117 0.439 6.383  -0.87
C: 1.171 0.227 6.864  -0.48
C: 2.150 -0.290 6.027  -0.94
C: 1.838 -0.619 4.716  -0.27
C: 0.494 -2.178 2.325  0.02
C: 0.926 -3.196 3.158  -0.75
C: 1.338 -4.401 2.601  -0.65
C: 1.299 -4.559 1.227  -1.09
C: 0.796 -3.515 0.468  -0.42
N: 0.396 -2.357 0.995  0.48
H: 1.036 4.072 2.389  0.25
H: -0.393 3.678 3.262  0.27
H: -1.431 0.294 4.696  0.44
H: -0.882 0.842 7.035  0.45
H: 1.410 0.463 7.895  0.44
H: 3.157 -0.447 6.396  0.45
H: 2.612 -1.008 4.061  0.52
H: 0.932 -3.054 4.230  0.66
H: 1.688 -5.205 3.239  0.48
H: 1.626 -5.476 0.751  0.48
H: 0.692 -3.619 -0.613  0.71
I: -2.663 -3.983 -0.670  0.09
C: -4.650 -3.228 -0.607  -0.81
I: -4.777 -1.108 -0.647  0.07
H: -5.094 -3.566 0.318  0.45
H: -5.176 -3.608 -1.471  0.41
N: 0.574 -0.459 -2.075  -0.18
C: 2.021 -0.492 -1.759  -0.16
C: 2.961 -0.411 -2.967  -0.33
C: 4.313 -1.083 -2.681  -0.84
C: 5.517 -0.462 -3.387  -1.14
N: 5.747 0.920 -2.932  -0.07
C: 6.093 1.954 -3.688  0.91
N: 6.013 3.192 -3.195  -0.35
N: 6.516 1.774 -4.938  -0.37
C: 2.376 0.607 -0.761  -0.24
O: 3.362 1.290 -0.835  -0.68
O: 1.500 0.678 0.266  0.57
H: 0.373 -1.142 -2.800  0.36
H: 0.304 0.454 -2.442  -0.10
H: 2.207 -1.426 -1.219  0.19
H: 3.114 0.637 -3.226  0.24
H: 2.470 -0.886 -3.819  0.52
H: 4.278 -2.136 -2.963  0.44
H: 4.514 -1.059 -1.603  0.40
H: 5.360 -0.457 -4.466  0.50
H: 6.398 -1.064 -3.177  0.32
H: 5.455 1.129 -1.989  0.11
H: 5.642 3.353 -2.275  0.17
H: 6.414 3.976 -3.679  0.22
H: 6.784 0.862 -5.265  0.23
H: 6.820 2.556 -5.493  0.22
O: -1.235 1.572 -0.863  0.58
P: -2.044 2.802 -1.333  -1.81
C: -0.767 3.893 -2.056  0.87
C: 0.297 4.240 -0.991  0.28
C: -0.006 5.532 -0.231  -0.45
C: -0.204 6.704 -1.192  -1.25
C: -1.338 6.416 -2.175  -0.70
C: -1.097 5.116 -2.941  -1.35
C: -3.220 2.230 -2.586  1.46
C: -2.487 1.432 -3.699  0.16
C: -2.312 2.259 -4.971  -0.63
C: -3.682 2.638 -5.568  -0.85
C: -4.780 2.742 -4.495  -1.15
C: -4.226 3.256 -3.166  -0.43
C: -2.909 3.439 0.125  0.94
C: -3.738 4.737 -0.057  -0.55
C: -4.885 4.790 0.953  -1.22
C: -5.900 3.662 0.720  -0.96
C: -5.219 2.340 0.307  -0.56
C: -3.758 2.299 0.756  0.09
H: -0.326 3.136 -2.719  0.36
H: 1.252 4.369 -1.514  0.83
H: 0.426 3.401 -0.302  -1.27
H: 0.820 5.745 0.454  0.55
H: -0.905 5.410 0.386  0.09
H: 0.725 6.866 -1.753  0.40
H: -0.404 7.621 -0.639  0.46
H: -1.431 7.232 -2.893  0.49
H: -2.289 6.367 -1.640  0.15
H: -0.225 5.262 -3.589  0.56
H: -1.932 4.914 -3.609  0.31
H: -3.788 1.510 -1.990  -0.66
H: -3.084 0.546 -3.936  0.75
H: -1.523 1.059 -3.336  -0.78
H: -1.729 1.695 -5.700  0.57
H: -1.733 3.158 -4.746  0.07
H: -3.977 1.892 -6.308  0.32
H: -3.597 3.585 -6.103  0.35
H: -5.244 1.763 -4.330  0.32
H: -5.576 3.404 -4.835  0.53
H: -5.044 3.411 -2.461  0.38
H: -3.763 4.233 -3.324  0.17
H: -2.063 3.644 0.788  -0.29
H: -4.154 4.812 -1.066  0.22
H: -3.095 5.602 0.084  0.53
H: -5.383 5.756 0.879  0.54
H: -4.475 4.732 1.967  0.30
H: -6.608 3.965 -0.054  0.35
H: -6.485 3.509 1.627  0.31
H: -5.278 2.215 -0.779  0.08
H: -5.755 1.494 0.740  0.64
H: -3.312 1.325 0.538  -0.83
H: -3.717 2.399 1.843  0.70

- relative energy (zero: lowest compared OMol25 entry of this formula, charge and spin) (eV) = 0.000
- frontier orbital gap (eV) = 8.2
- net charge = +3
- energy (a.u.) = -3674.8582